# 1
Formula: C2H5NO3
Source: the Open Molecules 2025 dataset
Level of theory: wB97M-V/def2-TZVPD

Summary:
SMILES ... COC(=O)NO
Lowest unoccupied orbital energy ... 0.69 eV
Orbital gap ... 10.7 eV
HOMO level ... -10.02 eV

Geometry as ORCA input:
```
! RIJCOSX wB97M-V def2-TZVPD def2/J DEFGRID3
* xyz 0 1
C -1.855 0.371 0.123
C 0.354 -0.572 -0.299
H -2.437 0.475 -0.893
H -2.383 1.023 0.725
H -2.099 -0.631 0.435
H 2.006 -1.227 0.185
H 2.659 1.357 0.226
N 1.643 -0.274 -0.169
O -0.382 0.440 -0.037
O 0.217 -1.648 -1.020
O 2.276 0.685 0.724
*
```

Atomic partial charges in e from the Löwdin method, atoms 1 to 6:
1 C 0.015
2 C -0.606
3 H 0.132
4 H 0.053
5 H 0.084
6 H 0.191



# 2
Formula: C2H5NO3
Source: the Open Molecules 2025 dataset
Level of theory: wB97M-V/def2-TZVPD

Summary:
SMILES ... C=NC(=O)O.O
Lowest unoccupied orbital energy ... 0.61 eV
Orbital gap ... 10.8 eV
HOMO level ... -10.24 eV

Geometry as ORCA input:
```
! RIJCOSX wB97M-V def2-TZVPD def2/J DEFGRID3
* xyz 0 1
C 0.489 1.965 0.927
C 1.398 -0.119 0.349
N 1.493 1.179 0.744
O 0.964 -0.900 1.141
O -1.311 -1.704 -0.823
O 1.990 -0.465 -0.726
H 0.578 2.937 1.340
H -0.484 1.571 0.636
H -0.774 -1.767 -0.054
H -1.945 -2.430 -1.020
H 1.893 -1.387 -0.907
*
```

Atomic partial charges in e from the Löwdin method, atoms 1 to 6:
1 C 0.060
2 C -0.721
3 N 0.109
4 O 0.099
5 O -0.065
6 O 0.190



# 3
Formula: C2H5NO3
Source: the Open Molecules 2025 dataset
Level of theory: wB97M-V/def2-TZVPD

Summary:
Lowest unoccupied orbital energy (alpha / beta) ... -5.22 / -10.39 eV
Orbital gap (alpha / beta) ... 11.3 / 4.8 eV
HOMO level (alpha / beta) ... -16.55 / -15.21 eV

Geometry as ORCA input:
```
! RIJCOSX wB97M-V def2-TZVPD def2/J DEFGRID3
* xyz 1 2
O -0.775 -0.791 0.732
C 0.114 -1.402 0.158
N 1.248 -0.889 -0.332
C 1.668 0.481 -0.376
O 0.942 1.408 -0.289
H 0.077 -2.476 -0.096
H 1.953 -1.568 -0.594
H 2.764 0.525 -0.524
H -1.859 1.420 0.506
H -2.698 0.226 0.672
O -2.637 0.994 0.065
*
```

Atomic partial charges in e from the Löwdin method, atoms 1 to 6:
1 O 0.217
2 C -0.170
3 N 0.149
4 C -0.204
5 O 0.187
6 H 0.197



# 4
Formula: C2H5NO3S
Source: the Open Molecules 2025 dataset
Level of theory: wB97M-V/def2-TZVPD

Summary:
Lowest unoccupied orbital energy (alpha / beta) ... -0.33 / -0.33 eV
Orbital gap (alpha / beta) ... 9.3 / 9.3 eV
HOMO level (alpha / beta) ... -9.65 / -9.65 eV

Geometry as ORCA input:
```
! RIJCOSX wB97M-V def2-TZVPD def2/J DEFGRID3
* xyz 0 1
C -0.583 0.530 0.276
C 0.110 -0.619 -0.240
N 0.066 1.854 0.687
O -2.550 0.165 -1.271
O -2.888 -0.159 1.267
O 1.428 1.873 0.499
S -2.318 0.787 0.321
H 0.160 -0.674 -1.314
H -0.322 -1.630 0.060
H 1.112 -0.671 -0.011
H -2.348 -0.834 -1.365
H 1.615 2.819 0.225
*
```

Atomic partial charges in e from the Löwdin method, atoms 1 to 6:
1 C -0.400
2 C -0.103
3 N -0.011
4 O -0.347
5 O -0.463
6 O -0.096



# 5
Formula: C2H5NO4
Source: the Open Molecules 2025 dataset
Level of theory: wB97M-V/def2-TZVPD

Summary:
SMILES ... O=CNC(=O)O.O
Lowest unoccupied orbital energy ... 0.48 eV
Orbital gap ... 11.6 eV
HOMO level ... -11.10 eV

Geometry as ORCA input:
```
! RIJCOSX wB97M-V def2-TZVPD def2/J DEFGRID3
* xyz 0 1
O -1.577 2.524 0.142
C -1.146 1.481 -0.192
N -0.862 0.376 0.615
C -1.578 0.193 1.833
O -2.540 1.191 2.074
O -1.358 -0.659 2.611
H -0.844 1.148 -1.114
H -0.358 -0.504 0.456
H -2.539 1.847 1.432
H 4.930 -2.270 -2.326
H 3.964 -2.803 -3.224
O 3.908 -2.523 -2.308
*
```

Atomic partial charges in e from the Löwdin method, atoms 1 to 6:
1 O 0.110
2 C -0.296
3 N 0.152
4 C -0.523
5 O 0.115
6 O 0.150



# 6
Formula: C2H5NO4
Source: the Open Molecules 2025 dataset
Level of theory: wB97M-V/def2-TZVPD

Summary:
SMILES ... O=CNC(=O)O.O
Lowest unoccupied orbital energy ... 0.42 eV
Orbital gap ... 10.8 eV
HOMO level ... -10.41 eV

Geometry as ORCA input:
```
! RIJCOSX wB97M-V def2-TZVPD def2/J DEFGRID3
* xyz 0 1
O -0.725 1.798 1.159
C 0.379 1.549 0.791
N 0.833 0.555 -0.141
C 0.146 0.314 -1.333
O -1.178 0.080 -1.255
O 0.697 0.338 -2.388
H 1.254 2.120 1.107
H 1.301 -0.147 0.394
H -1.442 0.192 -2.172
H 0.180 -2.515 0.857
H -1.136 -2.358 1.551
O -0.308 -1.926 1.429
*
```

Atomic partial charges in e from the Löwdin method, atoms 1 to 6:
1 O 0.104
2 C -0.286
3 N 0.107
4 C -0.590
5 O 0.131
6 O 0.129



# 7
Formula: C2H5NO4
Source: the Open Molecules 2025 dataset
Level of theory: wB97M-V/def2-TZVPD

Summary:
SMILES ... CO/C(O)=[N+](\[O-])O
Lowest unoccupied orbital energy ... 0.58 eV
Orbital gap ... 8.9 eV
HOMO level ... -8.30 eV

Geometry as ORCA input:
```
! RIJCOSX wB97M-V def2-TZVPD def2/J DEFGRID3
* xyz 0 1
C 1.093 0.485 1.593
C -0.454 0.570 -0.240
N -0.206 -0.603 -0.789
O 0.721 -1.388 -0.513
O -1.174 -1.201 -1.969
O -1.498 1.261 -0.723
O 0.200 1.172 0.729
H 2.050 0.310 1.098
H 0.680 -0.463 1.935
H 1.223 1.164 2.436
H -0.736 -2.048 -2.112
H -1.899 0.741 -1.444
*
```

Atomic partial charges in e from the Löwdin method, atoms 1 to 6:
1 C -0.034
2 C -0.386
3 N -0.152
4 O -0.072
5 O -0.015
6 O 0.142



# 8
Formula: C2H5NO4P
Source: the Open Molecules 2025 dataset
Level of theory: wB97M-V/def2-TZVPD

Summary:
SMILES ... CC(=O)O[P@](N)(=O)[O-]
Lowest unoccupied orbital energy ... 3.97 eV
Orbital gap ... 9.3 eV
HOMO level ... -5.38 eV

Geometry as ORCA input:
```
! RIJCOSX wB97M-V def2-TZVPD def2/J DEFGRID3
* xyz -1 1
C -0.750 -0.688 -0.265
C -2.329 -0.765 -0.203
N 1.795 1.821 0.570
O 2.085 0.273 -1.683
O -0.131 -1.740 -0.444
O 2.408 -0.702 0.674
O -0.231 0.452 -0.134
P 1.863 0.339 -0.239
H -2.721 -1.426 0.564
H -2.701 0.260 -0.043
H -2.679 -1.093 -1.145
H 2.459 1.718 1.317
H 0.933 1.552 1.032
*
```

Atomic partial charges in e from the Löwdin method, atoms 1 to 6:
1 C -0.682
2 C -0.011
3 N -0.091
4 O -0.328
5 O -0.006
6 O -0.352



# 9
Formula: C2H5NO4S
Source: the Open Molecules 2025 dataset
Level of theory: wB97M-V/def2-TZVPD

Summary:
Lowest unoccupied orbital energy (alpha / beta) ... -0.18 / -1.11 eV
Orbital gap (alpha / beta) ... 8.5 / 8.0 eV
HOMO level (alpha / beta) ... -8.64 / -9.06 eV

Geometry as ORCA input:
```
! RIJCOSX wB97M-V def2-TZVPD def2/J DEFGRID3
* xyz 0 1
C -0.604 1.254 -0.708
C 1.879 -0.113 -0.051
N -2.766 0.065 -0.305
O -0.197 1.846 -1.631
O -0.239 -0.168 1.575
O 0.961 1.964 1.349
O -2.950 0.341 1.003
S 0.488 0.754 0.744
H 1.471 -0.835 -0.745
H 2.482 0.633 -0.552
H 2.440 -0.605 0.735
H -3.430 0.663 -0.812
H -2.240 -0.138 1.482
*
```

Atomic partial charges in e from the Löwdin method, atoms 1 to 6:
1 C -0.200
2 C -0.117
3 N 0.009
4 O 0.094
5 O -0.335
6 O -0.299



# 10
Formula: C2H5NO5
Source: the Open Molecules 2025 dataset
Level of theory: wB97M-V/def2-TZVPD

Summary:
SMILES ... CC(O)(O)O[N+](=O)[O-]
Lowest unoccupied orbital energy ... 0.10 eV
Orbital gap ... 11.8 eV
HOMO level ... -11.68 eV

Geometry as ORCA input:
```
! RIJCOSX wB97M-V def2-TZVPD def2/J DEFGRID3
* xyz 0 1
C -1.669 0.382 -0.333
C -0.251 0.466 0.136
N 1.476 -1.438 -0.171
O 2.226 -0.789 0.527
O 1.660 -2.527 -0.683
O 0.337 1.554 -0.328
O -0.168 0.251 1.408
O 0.302 -0.827 -0.564
H -1.711 -0.408 -1.104
H -1.943 1.372 -0.831
H -2.364 0.146 0.451
H 1.293 1.536 -0.050
H 0.812 0.282 1.542
*
```

Atomic partial charges in e from the Löwdin method, atoms 1 to 6:
1 C 0.044
2 C -0.732
3 N -0.396
4 O 0.079
5 O 0.129
6 O 0.119



# 11
Formula: C2H5NOS
Source: the Open Molecules 2025 dataset
Level of theory: wB97M-V/def2-TZVPD

Summary:
SMILES ... CO/C=N\S
Lowest unoccupied orbital energy ... 0.74 eV
Orbital gap ... 9.2 eV
HOMO level ... -8.47 eV

Geometry as ORCA input:
```
! RIJCOSX wB97M-V def2-TZVPD def2/J DEFGRID3
* xyz 0 1
C 0.773 -1.348 0.116
C -0.622 0.592 0.542
H 1.386 -1.763 -0.748
H 0.047 -2.078 0.378
H 1.481 -1.187 0.947
H -0.802 0.086 1.459
H -0.348 1.538 -1.754
N -1.123 1.735 0.419
O 0.129 -0.095 -0.273
S -0.919 2.520 -1.084
*
```

Atomic partial charges in e from the Löwdin method, atoms 1 to 6:
1 C -0.026
2 C -0.449
3 H 0.114
4 H 0.071
5 H 0.095
6 H 0.119



# 12
Formula: C2H5NOS
Source: the Open Molecules 2025 dataset
Level of theory: wB97M-V/def2-TZVPD

Summary:
SMILES ... CSNC=O
Lowest unoccupied orbital energy ... 0.73 eV
Orbital gap ... 9.6 eV
HOMO level ... -8.86 eV

Geometry as ORCA input:
```
! RIJCOSX wB97M-V def2-TZVPD def2/J DEFGRID3
* xyz 0 1
C -0.881 -1.381 0.778
C 1.154 1.449 -0.675
H 0.242 -1.583 0.501
H -0.961 -1.561 2.051
H -1.671 -1.863 0.090
H -0.367 0.577 -1.557
H 1.552 1.476 0.474
N -0.028 0.685 -0.681
O 1.729 1.899 -1.680
S -0.769 0.302 0.700
*
```

Atomic partial charges in e from the Löwdin method, atoms 1 to 6:
1 C -0.500
2 C -0.368
3 H 0.058
4 H 0.125
5 H 0.058
6 H 0.060



Energy above the lowest of the compared OMol25 structures with the same formula, charge and spin list, top to bottom, in kcal/mol: 91.1; 30.2; 21.9; 119.0; 46.8; 48.8; 146.2; 16.8; 109.8; 110.9; 46.3; 54.8